Record 1
The following is a quantum chemistry calculation of a single C4H5Cl2FS molecule in a non-equilibrium geometry, from OMol25.

Last columns: bonded neighbours and bond lengths (Å).
Cartesian coordinates (Å):
1 C 0.70521 1.12418 -0.70857  C2 1.492, H5 1.101, H6 1.052, Cl12 1.769
2 C -0.58787 0.63358 -0.14924  C1 1.492, C3 1.502, H7 1.131, F10 1.382
3 C -0.55732 -0.54497 0.78180  C2 1.502, C4 1.468, H8 1.106, Cl13 1.871
4 C -0.05881 -1.78190 0.16898  C3 1.468, H9 1.112, S11 1.629
5 H 1.45418 0.39229 -1.04952  C1 1.101
6 H 0.53346 1.56542 -1.64762  C1 1.052
7 H -1.16344 0.22994 -1.03497  C2 1.131
8 H -1.58371 -0.70314 1.16294  C3 1.106
9 H 0.67111 -2.32721 0.80707  C4 1.112
10 F -1.21224 1.68200 0.49904  C2 1.382
11 S -0.44408 -2.35765 -1.30495  C4 1.629
12 Cl 1.79143 2.20479 0.17658  C1 1.769
13 Cl 0.45209 -0.11734 2.29847  C3 1.871

Properties
E_HOMO, eV: -9.6
Structure (SMILES): F[C@@H](CCl)[C@H](Cl)C=S
Calculated total energy, Ha: -1573.8078
LUMO, eV: -1.1083
Frontier orbital gap, eV: 8.51
Total charge: 0
Maximum force, eV Å⁻¹: 2.489
ΔE to the lowest compared entry with this formula, charge and spin, eV: 0.6843

Record 2
The following is a quantum chemistry calculation of a single C4H5Cl2NO molecule in a non-equilibrium geometry, from OMol25.

Last columns: bonded neighbours and bond lengths (Å).
Cartesian coordinates (Å):
1 C -1.04864 1.63932 0.82528  C2 1.349, H9 1.027, H10 1.071
2 C -0.72468 0.82828 -0.20314  C1 1.349, N5 1.524, Cl7 1.691
3 C 1.72888 0.88182 -0.45825  N5 1.336, O6 1.199, Cl8 1.785
4 C 0.61372 -1.27271 -0.06478  N5 1.450, H11 1.048, H12 1.049, H13 1.147
5 N 0.62016 0.13883 -0.39651  C2 1.524, C3 1.336, C4 1.450
6 O 1.84415 2.07426 -0.41485  C3 1.199
7 Cl -1.76032 0.42826 -1.47847  C2 1.691
8 Cl 3.16476 -0.13824 -0.74647  C3 1.785
9 H -1.90288 2.20771 0.78059  C1 1.027
10 H -0.52894 1.87644 1.73151  C1 1.071
11 H 1.21100 -1.36626 0.79173  C4 1.048
12 H -0.36085 -1.57371 0.18209  C4 1.049
13 H 0.90669 -2.16897 -0.71751  C4 1.147

Properties
Multiplicity: 3
E_HOMO (alpha / beta), eV: -6.3 / -10.4
Calculated total energy, Ha: -1205.6144
LUMO (alpha / beta), eV: 0.6280 / -2.7231
Frontier orbital gap (alpha / beta), eV: 6.92 / 7.69
Total charge: 0
Maximum force, eV Å⁻¹: 9.768
ΔE to the lowest compared entry with this formula, charge and spin, eV: 0.0733

Record 3
The following is a quantum chemistry calculation of a 2-piece molecular cluster, C4H5Cl2O2S overall in a non-equilibrium geometry, from OMol25.

Last columns: bonded neighbours and bond lengths (Å).
Cartesian coordinates (Å):
1 C -0.20145 0.43467 -1.36435  C2 1.458, C3 1.421, H10 1.092, H11 1.116
2 C -0.14365 -0.06187 0.00533  C1 1.458, C3 1.416, S7 2.003
3 C -0.85358 1.12294 -0.30570  C1 1.421, C2 1.416, Cl8 1.881, Cl9 1.799
4 C 1.70643 0.07908 1.39528  H12 1.155, H13 1.156, H14 1.099
5 O -1.41905 -1.90930 -1.36710  S7 1.502
6 O -0.31842 -2.70617 0.75688  S7 1.478
7 S -1.23256 -1.74002 0.11328  C2 2.003, O5 1.502, O6 1.478
8 Cl -0.16706 2.72307 0.40689  C3 1.881
9 Cl -2.64933 1.23177 -0.27182  C3 1.799
10 H 0.58840 0.97389 -1.89110  C1 1.092
11 H -0.88355 -0.27604 -1.88858  C1 1.116
12 H 2.56757 0.22063 0.63836  C4 1.155
13 H 1.76156 -0.99635 1.81594  C4 1.156
14 H 1.24470 0.90368 1.95668  C4 1.099

Properties
E_HOMO, eV: -3.8
Calculated total energy, Ha: -1624.3593
LUMO, eV: 3.1048
Frontier orbital gap, eV: 6.90
Total charge: -1
Maximum force, eV Å⁻¹: 4.632
ΔE to the lowest compared entry with this formula, charge and spin, eV: 2.7952

Record 4
The following is a quantum chemistry calculation of an isolated ion of composition C4H5Cl2OP and charge +2 in a non-equilibrium geometry, from OMol25.

Last columns: bonded neighbours and bond lengths (Å).
Cartesian coordinates (Å):
1 C 1.10786 -0.11198 -1.45226  C2 1.617, O5 1.374, H9 1.115
2 C -0.47547 0.17937 -1.60797  C1 1.617, P6 1.806, H10 1.142
3 C 1.36173 -0.14402 0.94094  C4 1.472, O5 1.255, H11 1.060
4 C -0.05107 -0.03908 1.34170  C3 1.472, P6 1.980, H12 1.186, H13 1.043
5 O 1.76518 -0.09268 -0.24615  C1 1.374, C3 1.255
6 P -1.42050 -0.05945 -0.08754  C2 1.806, C4 1.980, Cl7 1.965, Cl8 1.966
7 Cl -2.45619 -1.72673 -0.18432  P6 1.965
8 Cl -2.46540 1.54394 0.36310  P6 1.966
9 H 1.83916 -0.08059 -2.29334  C1 1.115
10 H -0.98970 0.48657 -2.58011  C2 1.142
11 H 2.11387 -0.13988 1.68836  C3 1.060
12 H -0.41426 -0.67936 2.27184  C4 1.186
13 H 0.08479 0.86389 1.84572  C4 1.043

Properties
E_HOMO (alpha / beta), eV: -19.4 / -19.4
Calculated total energy, Ha: -1491.5857
LUMO (alpha / beta), eV: -11.1662 / -11.1652
Frontier orbital gap (alpha / beta), eV: 8.19 / 8.19
Total charge: +2
Maximum force, eV Å⁻¹: 7.709
ΔE to the lowest compared entry with this formula, charge and spin, eV: 1.8969

Question: Look up the total charge of the first one.
Answer: 0

Question: Among the records above, which one has the lowest calculated total energy?
Answer: C4H5Cl2O2S

What did the fourth record say?
The following is a quantum chemistry calculation of an isolated ion of composition C4H5Cl2OP and charge +2 in a non-equilibrium geometry, from OMol25.

Last columns: bonded neighbours and bond lengths (Å).
Cartesian coordinates (Å):
1 C 1.10786 -0.11198 -1.45226  C2 1.617, O5 1.374, H9 1.115
2 C -0.47547 0.17937 -1.60797  C1 1.617, P6 1.806, H10 1.142
3 C 1.36173 -0.14402 0.94094  C4 1.472, O5 1.255, H11 1.060
4 C -0.05107 -0.03908 1.34170  C3 1.472, P6 1.980, H12 1.186, H13 1.043
5 O 1.76518 -0.09268 -0.24615  C1 1.374, C3 1.255
6 P -1.42050 -0.05945 -0.08754  C2 1.806, C4 1.980, Cl7 1.965, Cl8 1.966
7 Cl -2.45619 -1.72673 -0.18432  P6 1.965
8 Cl -2.46540 1.54394 0.36310  P6 1.966
9 H 1.83916 -0.08059 -2.29334  C1 1.115
10 H -0.98970 0.48657 -2.58011  C2 1.142
11 H 2.11387 -0.13988 1.68836  C3 1.060
12 H -0.41426 -0.67936 2.27184  C4 1.186
13 H 0.08479 0.86389 1.84572  C4 1.043

Properties
E_HOMO (alpha / beta), eV: -19.4 / -19.4
Calculated total energy, Ha: -1491.5857
LUMO (alpha / beta), eV: -11.1662 / -11.1652
Frontier orbital gap (alpha / beta), eV: 8.19 / 8.19
Total charge: +2
Maximum force, eV Å⁻¹: 7.709
ΔE to the lowest compared entry with this formula, charge and spin, eV: 1.8969